Entry 1:
Computed, not measured: a cluster of 2 separate species, C5H5IN2S in total at a distorted geometry, with ωB97M-V/def2-TZVPD.

Properties
Energy above the lowest of the compared OMol25 structures with the same formula, charge and spin in eV: 2.1186
HOMO-LUMO gap in eV: 6.8

Structure (ORCA input):
```
! RIJCOSX wB97M-V def2-TZVPD def2/J DEFGRID3
* xyz 0 1
C 1.7270 -0.2195 -0.1163
C 2.1294 1.1167 0.0446
C 0.2974 -0.4510 -0.3223
C -0.2642 0.8324 -0.1880
C -2.5544 1.4555 -0.1187
N -2.6385 2.6769 -0.2799
N -0.1753 -1.7237 -0.5383
S 0.7067 2.1327 0.0126
I -4.0655 -0.0162 0.0394
H 2.5416 -1.0752 -0.1199
H 3.1071 1.5150 0.0923
H -3.4748 3.1125 -0.4162
H 0.3039 -2.5436 -0.3421
H -1.1942 -1.9205 -0.5287
*
```

Entry 2:
Computed, not measured: a structure of composition C5H5MgO at a distorted geometry, with ωB97M-V/def2-TZVPD.

Properties
HOMO-LUMO gap (spin up / spin down) in eV: 7.1 / 5.6

Structure (ORCA input):
```
! RIJCOSX wB97M-V def2-TZVPD def2/J DEFGRID3
* xyz 1 1
C -0.1986 1.3083 0.0722
C -0.1605 0.5854 -1.1716
H -0.8318 1.9295 0.7056
H 0.7192 1.8507 0.3125
H 0.7709 0.6916 -1.7335
H -0.7282 0.2788 -2.0490
C -1.3193 -0.2672 0.0860
C -0.7857 -1.4259 0.7217
H -2.3344 0.0229 0.3803
C 0.2757 -1.9942 1.0405
O 1.5446 -1.9870 1.0728
Mg 3.0480 -0.9930 0.5625
*
```

Entry 3:
Computed, not measured: an isolated molecule of C5H5N at a distorted geometry, with ωB97M-V/def2-TZVPD.

Properties
Energy above the lowest of the compared OMol25 structures with the same formula, charge and spin in eV: 5.6220
HOMO-LUMO gap (spin up / spin down) in eV: 7.8 / 7.8

Structure (ORCA input):
```
! RIJCOSX wB97M-V def2-TZVPD def2/J DEFGRID3
* xyz 0 1
C -0.4461 1.6686 -1.8247
C -0.7363 0.7837 -0.9216
C -0.6995 0.1151 0.2893
C 0.5712 -0.0782 1.0826
C 1.0570 -1.4648 1.0476
N 1.4194 -2.5621 1.0110
H -0.2243 1.4162 -2.8590
H -1.5981 -0.3694 0.6626
H -1.1621 -0.2684 -1.1997
H 1.3535 0.5850 0.7014
H 0.3822 0.1863 2.1315
*
```

Entry 4:
Computed, not measured: an isolated molecule of C5H5N at a distorted geometry, with ωB97M-V/def2-TZVPD.

Properties
Energy above the lowest of the compared OMol25 structures with the same formula, charge and spin in eV: 5.2722
HOMO-LUMO gap in eV: 10.6

Structure (ORCA input):
```
! RIJCOSX wB97M-V def2-TZVPD def2/J DEFGRID3
* xyz 0 1
C -1.8948 0.9404 0.0277
C 1.6178 0.3845 0.0192
C -0.8629 -1.1800 -0.0083
C 0.2248 1.0910 -0.0285
C 0.2719 -0.2084 -0.0382
N -1.9294 -0.2510 0.0051
H 2.2486 0.3808 -0.8644
H 2.1774 0.3734 0.9492
H -0.8979 -1.8351 -0.8844
H -0.8620 -1.7957 0.8975
H -0.0937 2.1002 -0.0749
*
```

Entry 5:
Computed, not measured: a cluster of 2 separate species, C5H5N in total at a distorted geometry, with ωB97M-V/def2-TZVPD.

Properties
Energy above the lowest of the compared OMol25 structures with the same formula, charge and spin in eV: 7.7476
HOMO-LUMO gap in eV: 8.9

Structure (ORCA input):
```
! RIJCOSX wB97M-V def2-TZVPD def2/J DEFGRID3
* xyz 0 1
C 1.7683 1.2440 -0.1650
C 0.7878 0.4315 -0.0041
C -1.4219 0.2835 -0.0378
C 2.0822 -0.2454 0.1475
C -2.4165 -0.7549 -0.0446
N -2.5471 0.7798 0.1092
H 2.1972 2.1948 -0.3506
H 2.4546 -0.8808 -0.6480
H 2.4393 -0.5148 1.1361
H -2.7513 -1.1816 -0.9815
H -2.5926 -1.3560 0.8388
*
```

Entry 6:
Computed, not measured: an isolated molecule of C5H5N at a distorted geometry, with ωB97M-V/def2-TZVPD.

Properties
SMILES string: CC1(C#N)C=C1
Energy above the lowest of the compared OMol25 structures with the same formula, charge and spin in eV: 3.1870
HOMO-LUMO gap in eV: 11.2

Structure (ORCA input):
```
! RIJCOSX wB97M-V def2-TZVPD def2/J DEFGRID3
* xyz 0 1
C -0.1319 0.2080 1.4041
C -0.1804 -0.0848 -0.1183
C -0.3853 -1.5165 -0.3051
N -0.4985 -2.6176 -0.5992
C -0.3366 0.9043 -1.2656
C 0.8889 0.5604 -1.0951
H -0.6534 -0.6949 1.9059
H -0.5722 1.1341 1.7198
H 0.9152 0.1785 1.6942
H -1.0088 1.2469 -1.9874
H 1.9630 0.6815 -1.3534
*
```

Entry 7:
Computed, not measured: an isolated molecule of C5H5N at a distorted geometry, with ωB97M-V/def2-TZVPD.

Properties
Energy above the lowest of the compared OMol25 structures with the same formula, charge and spin in eV: 3.4583
HOMO-LUMO gap in eV: 11.3

Structure (ORCA input):
```
! RIJCOSX wB97M-V def2-TZVPD def2/J DEFGRID3
* xyz 0 1
C -1.1983 -0.4681 -0.4397
C -0.2145 0.1630 0.5567
C 1.1805 -0.1977 0.2490
C 2.3061 -0.5523 0.0213
C -0.2329 2.3827 -0.3187
N -0.3693 1.6147 0.5731
H -1.2143 -1.5472 -0.2748
H -2.2029 -0.0688 -0.2797
H -0.9144 -0.2813 -1.4812
H -0.4504 -0.1753 1.5614
H 3.3103 -0.8698 -0.1674
*
```

Entry 8:
Computed, not measured: the ion C5H5N2 with charge +1 at a distorted geometry, with ωB97M-V/def2-TZVPD.

Properties
SMILES string: CC1=[N+]=C=CC=N1
Energy above the lowest of the compared OMol25 structures with the same formula, charge and spin in eV: 0.1367
HOMO-LUMO gap (spin up / spin down) in eV: 9.1 / 9.1

Structure (ORCA input):
```
! RIJCOSX wB97M-V def2-TZVPD def2/J DEFGRID3
* xyz 1 1
C -1.6775 -0.5538 0.0369
C -0.2565 -0.2947 0.0710
N 0.6622 -1.4570 0.0413
C 1.8454 -1.2142 0.0105
C 2.6027 -0.1012 -0.0197
C 1.6678 0.9679 0.0395
N 0.3719 0.8215 0.0807
H -1.9204 -1.5026 0.5132
H -2.0108 -0.6322 -1.0055
H -2.2262 0.2648 0.4998
H 3.6669 0.0408 -0.0721
H 2.0651 1.9753 0.0442
*
```

Entry 9:
Computed, not measured: the ion C5H5N2 with charge +1 at a distorted geometry, with ωB97M-V/def2-TZVPD.

Properties
SMILES string: Cc1cncc#[n+]1
Energy above the lowest of the compared OMol25 structures with the same formula, charge and spin in eV: 1.2200
HOMO-LUMO gap in eV: 8.7

Structure (ORCA input):
```
! RIJCOSX wB97M-V def2-TZVPD def2/J DEFGRID3
* xyz 1 1
C -1.1372 1.5906 -0.1779
C -0.3894 0.2905 -0.1856
C 0.7522 0.0985 0.6138
N 1.3940 -1.0317 0.6058
C 1.1031 -2.1009 -0.0423
C -0.0226 -1.8571 -0.7528
N -0.6427 -0.7934 -0.8713
H -0.6656 2.3249 0.5949
H -2.0745 1.3586 0.1589
H -1.2420 2.0602 -1.2482
H 1.1620 0.9618 1.3468
H 1.7628 -2.9019 -0.0419
*
```

Entry 10:
Computed, not measured: the ion C5H5N2O with charge +1 at a distorted geometry, with ωB97M-V/def2-TZVPD.

Properties
SMILES string: [NH2+]=c1cc[nH]c2c1O2
Energy above the lowest of the compared OMol25 structures with the same formula, charge and spin in eV: 3.2292
HOMO-LUMO gap in eV: 9.5

Structure (ORCA input):
```
! RIJCOSX wB97M-V def2-TZVPD def2/J DEFGRID3
* xyz 1 1
N -2.1293 -0.5578 -0.3103
C -1.0312 0.1060 0.0967
C 0.3645 -0.2115 -0.1942
C 1.4478 0.4860 0.2320
N 1.3573 1.4607 1.2809
C 0.1241 1.6868 1.5906
C -0.9594 1.1172 1.0046
O -0.9961 2.2213 2.0667
H -2.1859 -1.4577 -0.7740
H -2.9466 -0.3778 0.2711
H 0.4235 -1.1374 -0.7891
H 2.4287 0.4707 -0.1314
H 2.2191 1.9733 1.3084
*
```

Entry 11:
Computed, not measured: a cluster of 2 separate species, C5H5N2O2S2 in total at a distorted geometry, with ωB97M-V/def2-TZVPD.

Properties
Energy above the lowest of the compared OMol25 structures with the same formula, charge and spin in eV: 1.0753
HOMO-LUMO gap in eV: 3.5

Structure (ORCA input):
```
! RIJCOSX wB97M-V def2-TZVPD def2/J DEFGRID3
* xyz -1 1
C -1.2813 -0.0181 -1.7141
C -0.0453 -0.5652 -1.6080
C -0.1516 1.3459 -0.5036
C 1.7091 2.6626 0.5742
C 0.3292 2.4070 0.2321
N -1.3828 1.1562 -1.0321
N 0.6550 0.2832 -0.8604
O 2.0120 3.7893 1.1283
O 2.5526 1.8742 0.1971
S 1.0341 -2.3207 1.8362
S -0.6992 3.5993 0.8571
H -1.9681 -0.2234 -2.5504
H 0.3442 -1.5101 -1.7238
H 1.6543 0.3747 -0.5772
H 0.3373 -3.1469 0.9889
H 1.1364 4.3491 1.2857
*
```

Entry 12:
Computed, not measured: an isolated molecule of C5H5N3 at a distorted geometry, with ωB97M-V/def2-TZVPD.

Properties
SMILES string: c1nnnc2c1CC2
Energy above the lowest of the compared OMol25 structures with the same formula, charge and spin in eV: 4.7016
HOMO-LUMO gap in eV: 9.3

Structure (ORCA input):
```
! RIJCOSX wB97M-V def2-TZVPD def2/J DEFGRID3
* xyz 0 1
C -1.3094 1.2214 0.0835
N -2.4996 0.3726 0.2321
N -2.3975 -0.8858 -0.0509
N -1.2215 -1.6312 -0.1795
C -0.2153 -0.7888 0.0412
C -0.1321 0.5997 -0.1733
C 1.3707 0.6158 -0.0356
C 1.2062 -1.0775 0.1554
H -1.4826 2.3798 -0.4662
H 1.7938 1.1931 -0.9418
H 1.5813 1.1982 0.8675
H 1.6879 -1.4409 1.0189
H 1.6180 -1.7564 -0.5512
*
```

Entry 13:
Computed, not measured: an isolated molecule of C5H5N3 at a distorted geometry, with ωB97M-V/def2-TZVPD.

Properties
SMILES string: N#CCn1cccn1
Energy above the lowest of the compared OMol25 structures with the same formula, charge and spin in eV: 6.4699
HOMO-LUMO gap in eV: 9.2

Structure (ORCA input):
```
! RIJCOSX wB97M-V def2-TZVPD def2/J DEFGRID3
* xyz 0 1
N -1.5339 -1.7220 1.2163
C -1.7933 -0.4487 0.7129
C -1.5285 0.5683 -0.2998
N -0.0894 0.3106 -0.2384
C 0.5740 -0.3275 0.7959
C 1.8765 -0.0318 0.3302
C 1.8352 0.5985 -1.0176
N 0.5358 0.7467 -1.4144
H -1.8964 1.5239 0.1389
H -2.1434 0.2940 -1.2237
H 0.3056 -0.8118 1.6518
H 2.9782 0.3059 1.0052
H 2.5842 1.1877 -1.6476
*
```

Entry 14:
Computed, not measured: an isolated molecule of C5H5N3 at a distorted geometry, with ωB97M-V/def2-TZVPD.

Properties
SMILES string: N#C[C@H]1[C@@H]2CC=NN12
Energy above the lowest of the compared OMol25 structures with the same formula, charge and spin in eV: 2.1784
HOMO-LUMO gap in eV: 10.8

Structure (ORCA input):
```
! RIJCOSX wB97M-V def2-TZVPD def2/J DEFGRID3
* xyz 0 1
N 3.6212 -0.2156 -0.1427
C 2.5028 -0.3287 0.1520
C 1.0636 -0.3542 0.4261
C 0.2726 0.4948 -0.4951
C -1.1696 0.8694 -0.0099
C -1.6936 -0.5316 0.1732
N -0.9521 -1.5100 -0.2197
N 0.3512 -0.9528 -0.7212
H 0.8757 -0.6255 1.4655
H 0.8260 1.1788 -1.1752
H -1.2583 1.4269 0.8826
H -1.7116 1.3800 -0.8424
H -2.7280 -0.8314 0.5069
*
```

Entry 15:
Computed, not measured: an isolated molecule of C5H5N3 at a distorted geometry, with ωB97M-V/def2-TZVPD.

Properties
Energy above the lowest of the compared OMol25 structures with the same formula, charge and spin in eV: 5.8661
HOMO-LUMO gap in eV: 7.9

Structure (ORCA input):
```
! RIJCOSX wB97M-V def2-TZVPD def2/J DEFGRID3
* xyz 0 1
C 0.5481 -1.1829 -0.3594
C -0.1958 1.3004 -0.2034
C 1.8524 -1.1022 0.0349
C -0.1294 0.0111 -0.2703
C 2.1972 1.3403 0.4078
N 2.2170 0.1601 0.4207
N -1.4291 0.6105 -0.5518
N -2.3479 0.4075 0.5841
H 0.2045 -2.0472 -0.7274
H 0.1783 2.2817 -0.1516
H 2.5256 -1.9336 -0.0445
H -2.3823 -0.6153 0.6461
H -3.2385 0.7697 0.2147
*
```

Entry 16:
Computed, not measured: an isolated molecule of C5H5N3O at a distorted geometry, with ωB97M-V/def2-TZVPD.

Properties
Energy above the lowest of the compared OMol25 structures with the same formula, charge and spin in eV: 5.5438
HOMO-LUMO gap (spin up / spin down) in eV: 9.6 / 5.7

Structure (ORCA input):
```
! RIJCOSX wB97M-V def2-TZVPD def2/J DEFGRID3
* xyz 0 1
C -2.2231 -0.6476 -0.6095
C -1.5998 -0.8911 1.4459
C -0.9878 -1.1086 2.6097
C 1.1451 -0.2628 0.6041
C 0.0582 0.1969 -0.1699
N -3.0691 -1.4436 -0.0772
N -2.7461 -1.6245 1.2019
N -1.3280 -0.2417 0.2953
O -0.7772 -1.0923 3.7461
H -2.1389 -0.4025 -1.6604
H 1.2557 0.1637 1.5071
H 1.5703 -1.2955 0.3964
H -0.0155 1.2376 -0.2752
H 0.0313 -0.2039 -1.1572
*
```

Entry 17:
Computed, not measured: an isolated molecule of C5H5N3O3S at a distorted geometry, with ωB97M-V/def2-TZVPD.

Properties
Energy above the lowest of the compared OMol25 structures with the same formula, charge and spin in eV: 0.0000
HOMO-LUMO gap in eV: 8.5

Structure (ORCA input):
```
! RIJCOSX wB97M-V def2-TZVPD def2/J DEFGRID3
* xyz 0 1
C -2.2728 -0.5809 -0.1013
C -1.6745 0.6159 -0.6036
C -1.4945 -1.3979 0.6342
C -0.5177 1.0213 -0.0436
C 1.8829 1.4489 0.1265
N -0.2457 -0.9468 1.0232
N 0.5018 1.7188 0.2267
N 2.0699 0.1349 -0.0541
O 2.6972 2.3524 0.0761
O 0.4325 -1.3764 -1.3438
O 1.8569 -2.2407 0.4842
S 0.9866 -1.2750 -0.0416
H -3.2353 -0.6938 -0.6071
H -2.3307 1.0974 -1.3405
H -1.8394 -2.3393 1.1156
H 0.1586 2.4357 0.9632
H 3.0244 0.0256 -0.5141
*
```

Entry 18:
Computed, not measured: an isolated molecule of C5H5N5 at a distorted geometry, with ωB97M-V/def2-TZVPD.

Properties
SMILES string: Nc1ncnc2[nH]cnc12
Energy above the lowest of the compared OMol25 structures with the same formula, charge and spin in eV: 1.4796
HOMO-LUMO gap in eV: 9.2

Structure (ORCA input):
```
! RIJCOSX wB97M-V def2-TZVPD def2/J DEFGRID3
* xyz 0 1
N -1.7832 -1.7397 0.0141
C -1.2827 -0.4769 0.0255
N -2.0064 0.6198 -0.2292
C -1.2910 1.7455 -0.1129
N 0.0258 2.0460 0.0819
C 0.7016 0.8783 0.1248
N 2.0184 0.6514 0.1076
C 2.2280 -0.6378 -0.0917
N 1.1003 -1.3178 -0.1623
C 0.1491 -0.3984 -0.0166
H -2.7056 -1.7492 0.2789
H -1.1706 -2.4979 0.5535
H -1.8230 2.7489 0.0442
H 2.7056 1.3601 -0.3667
H 3.1335 -1.2321 -0.2510
*
```

Entry 19:
Computed, not measured: a cluster of 2 separate species, C5H5N5O4 in total at a distorted geometry, with ωB97M-V/def2-TZVPD.

Properties
Energy above the lowest of the compared OMol25 structures with the same formula, charge and spin in eV: 6.7071
HOMO-LUMO gap in eV: 8.7

Structure (ORCA input):
```
! RIJCOSX wB97M-V def2-TZVPD def2/J DEFGRID3
* xyz 0 1
C -2.0897 -0.5639 -0.5408
C -2.5551 -1.0117 -1.8147
C -0.7546 -0.4303 -0.5488
C 1.6215 0.9029 0.3932
C 0.3492 0.4101 1.0267
N -1.7062 -1.2977 -2.7971
N 0.0422 -0.6756 -1.6057
N -0.4719 -1.1134 -2.6656
N 0.4182 -0.7115 1.9186
N -0.4389 1.6373 1.4601
O 1.4507 -1.2266 2.3285
O -0.6875 -1.1106 2.2770
O -0.9322 2.2632 0.5538
O -0.3914 1.9229 2.6072
H -2.8266 -0.3226 0.2379
H -3.5259 -1.4774 -2.1627
H 2.1941 1.2781 1.0961
H 1.2632 1.6543 -0.2757
H 2.1090 0.0386 -0.1534
*
```

Entry 20:
Computed, not measured: an isolated molecule of C5H5NO, with ωB97M-V/def2-TZVPD.

Properties
Energy above the lowest of the compared OMol25 structures with the same formula, charge and spin in eV: 4.0590
HOMO-LUMO gap (spin up / spin down) in eV: 7.7 / 7.7

Structure (ORCA input):
```
! RIJCOSX wB97M-V def2-TZVPD def2/J DEFGRID3
* xyz 0 1
O -1.1748 -2.2903 0.6797
C -0.5935 -1.2531 0.3721
C -0.6551 -0.1135 1.3251
C -0.7587 0.7135 2.1983
C 0.2447 -1.1389 -0.7795
C 0.3269 1.2237 -1.0306
N 0.8564 0.0380 -1.1159
H -0.8740 1.4311 2.9826
H 0.5561 -2.0263 -1.3132
H 0.9692 2.0909 -1.0204
H -0.7455 1.3009 -0.9599
H 1.8485 0.0241 -1.3383
*
```